A 2-piece molecular cluster, C10H16NP overall at a distorted geometry. Source: the Open Molecules 2025 dataset; level of theory: wB97M-V/def2-TZVPD.

Last column: Löwdin charge in e.
Geometry (Å):
1 C 3.79 1.37 -0.68  -0.10
2 C 4.73 0.35 -0.42  -0.07
3 C 2.50 1.14 -0.39  -0.12
4 C 4.28 -0.90 0.10  -0.05
5 C 2.07 0.00 0.22  -0.09
6 C 2.95 -1.02 0.44  -0.29
7 C -3.95 2.05 -0.88  -0.10
8 C -1.48 -1.76 0.68  -0.33
9 C 2.49 -2.26 1.21  -0.03
10 C -3.56 0.64 -1.51  -0.35
11 N -2.99 -0.12 -0.43  -0.39
12 P -1.35 -0.64 -0.54  0.90
13 H 4.26 2.09 -1.35  0.10
14 H 5.75 0.48 -0.78  0.09
15 H 1.80 1.82 -0.71  0.08
16 H 5.00 -1.79 0.15  0.13
17 H 0.99 -0.12 0.43  0.04
18 H -4.90 2.00 -0.43  0.04
19 H -3.11 2.31 -0.25  0.06
20 H -3.94 2.90 -1.58  0.07
21 H 2.37 -2.04 2.24  0.07
22 H -0.50 -2.08 1.03  -0.06
23 H -2.27 -1.93 1.30  -0.04
24 H 3.06 -3.10 0.95  0.05
25 H 1.44 -2.43 0.85  0.06
26 H -4.60 0.23 -1.83  0.11
27 H -2.75 0.66 -2.33  0.10
28 H -3.33 0.11 0.53  0.09

HOMO-LUMO gap, eV: 8.8076
SMILES: Cc1ccccc1.C=PNCC
Strongest force on any atom, eV/A: 4.209
Lowest unoccupied orbital energy, eV: 0.502
HOMO energy, eV: -8.3
Energy above the lowest of the compared OMol25 structures with the same formula, charge and spin, kcal per mole: 33.59

=====

A 2-piece molecular cluster, C10H16O overall at a distorted geometry. Source: the Open Molecules 2025 dataset; level of theory: wB97M-V/def2-TZVPD.

Last column: Löwdin spin population.
Geometry (Å):
1 C -2.18 1.17 1.43  0.01
2 C -2.88 0.92 0.15  0.01
3 C -2.41 0.16 2.56  0.02
4 H -1.08 1.33 1.21  0.00
5 H -2.22 2.26 1.61  0.00
6 H -3.90 0.87 0.45  0.00
7 H -2.42 0.13 -0.48  0.00
8 H -2.68 0.58 3.51  0.00
9 H -3.06 -0.66 2.15  0.00
10 H -2.90 1.72 -0.65  0.00
11 H -1.44 -0.37 2.78  0.01
12 C 1.69 1.58 -2.23  0.04
13 C 1.93 0.31 -0.03  0.10
14 C 1.72 0.33 -1.45  0.14
15 C 2.00 -0.77 0.80  0.03
16 C 1.65 -0.96 -2.03  0.03
17 C 1.86 -2.03 0.12  0.27
18 C 1.74 -2.10 -1.31  0.12
19 O 1.43 -3.15 0.90  0.10
20 H 1.91 1.29 0.44  0.02
21 H 1.99 -0.76 1.88  0.00
22 H 2.64 2.26 -2.21  0.03
23 H 1.01 2.33 -1.84  0.01
24 H 1.58 -0.87 -3.12  0.00
25 H 1.26 -3.07 -1.71  0.03
26 H 1.19 -3.92 0.37  0.02
27 H 1.56 1.42 -3.30  0.00

HOMO-LUMO gap (alpha / beta), eV: 2.6907 / 6.7811
<S²>: 0.76
Strongest force on any atom, eV/A: 3.872
Lowest unoccupied orbital energy (alpha / beta), eV: 3.669 / 3.546
HOMO energy (alpha / beta), eV: 1.0 / -3.2
2S+1: 2
Net charge: -1
Energy above the lowest of the compared OMol25 structures with the same formula, charge and spin, kcal per mole: 41.91

=====

A 2-piece molecular cluster, C10H16O overall at a distorted geometry. Source: the Open Molecules 2025 dataset; level of theory: wB97M-V/def2-TZVPD.

Last column: Löwdin spin population.
Geometry (Å):
1 C -1.07 1.79 -3.20  0.00
2 C -2.45 1.64 -2.56  0.01
3 C -0.02 1.53 -2.10  0.00
4 H -0.93 0.97 -3.91  0.00
5 H -0.76 2.67 -3.76  0.00
6 H -2.52 0.73 -1.97  0.00
7 H -0.29 1.81 -1.08  0.00
8 H 0.03 0.46 -1.89  0.00
9 H -3.32 1.55 -3.20  0.00
10 H -2.77 2.57 -2.06  0.00
11 H 1.03 1.81 -2.25  0.00
12 C 1.57 1.38 2.72  0.02
13 C -0.88 -0.91 1.04  0.22
14 C 0.03 -1.72 0.27  0.06
15 C -0.30 0.01 1.91  0.11
16 C 1.09 0.17 2.04  0.08
17 C 1.38 -1.69 0.42  0.12
18 C 1.92 -0.75 1.35  0.28
19 O -0.70 -2.53 -0.57  0.01
20 H -1.92 -1.18 1.19  0.03
21 H -0.96 0.72 2.42  0.01
22 H 1.95 -2.37 -0.23  0.01
23 H -0.10 -3.12 -1.02  0.00
24 H 0.95 2.29 2.62  0.00
25 H 2.59 1.68 2.47  0.01
26 H 2.88 -0.84 1.88  0.04
27 H 1.56 1.15 3.81  0.00

HOMO-LUMO gap (alpha / beta), eV: 2.9204 / 6.5087
<S²>: 0.76
Strongest force on any atom, eV/A: 3.457
Lowest unoccupied orbital energy (alpha / beta), eV: 3.622 / 3.582
HOMO energy (alpha / beta), eV: 0.7 / -2.9
2S+1: 2
Net charge: -1
Energy above the lowest of the compared OMol25 structures with the same formula, charge and spin, kcal per mole: 24.39

=====

A 2-piece molecular cluster, C10H16O overall at a distorted geometry. Source: the Open Molecules 2025 dataset; level of theory: wB97M-V/def2-TZVPD.

Last column: Löwdin charge in e.
Geometry (Å):
1 C 2.29 0.69 -4.24  -0.16
2 C 1.47 1.97 -3.99  -0.17
3 H 3.31 0.85 -3.94  0.06
4 H 1.90 -0.11 -3.61  0.05
5 H 2.17 0.35 -5.27  0.06
6 H 2.10 2.84 -4.22  0.06
7 H 1.30 2.07 -2.92  0.05
8 H 0.58 2.04 -4.61  0.06
9 C -0.88 -2.06 3.02  -0.20
10 C 0.01 -1.60 4.20  -0.10
11 C -0.91 -1.06 1.89  -0.25
12 C -1.14 0.29 2.15  -0.05
13 C -0.80 -1.49 0.56  -0.03
14 C -1.27 1.21 1.12  -0.01
15 C -0.85 -0.55 -0.47  -0.01
16 C -1.13 0.78 -0.19  -0.33
17 O -1.35 1.58 -1.28  0.02
18 H -0.54 -3.05 2.72  0.10
19 H -1.90 -2.17 3.39  0.11
20 H 0.40 -0.59 4.03  0.06
21 H -1.35 0.52 3.18  0.11
22 H -0.79 -2.56 0.40  0.11
23 H -1.45 2.25 1.36  0.11
24 H -0.63 -0.80 -1.49  0.11
25 H -0.90 2.43 -1.28  0.11
26 H 0.88 -2.24 4.31  0.07
27 H -0.51 -1.58 5.16  0.07

HOMO-LUMO gap, eV: 9.3781
SMILES: CCc1ccc(O)cc1.CC
Strongest force on any atom, eV/A: 1.205
Lowest unoccupied orbital energy, eV: 0.857
HOMO energy, eV: -8.5
Energy above the lowest of the compared OMol25 structures with the same formula, charge and spin, kcal per mole: 27.23